C3H8BrNOS | ωB97M-V/def2-TZVPD

```
15
Properties=species:S:1:pos:R:3:mulliken_charge:R:1
C 1.80 0.45 -0.79 0.57
C 2.37 -0.48 -0.05 -0.78
N -2.44 -0.87 1.41 -0.40
H -4.79 -1.75 -0.72 0.32
H 2.44 -1.54 -0.24 0.29
C 2.01 1.81 -0.37 -1.14
O -4.10 -1.09 -0.56 -0.46
H 1.26 2.48 -0.83 0.37
Br 0.74 0.18 -2.38 -0.14
H 2.96 2.11 -0.65 0.31
H -2.53 -1.19 2.34 0.22
H 2.98 -0.22 0.80 0.24
S -2.60 -1.66 -0.05 0.09
H -2.00 0.03 1.28 0.23
H 1.90 1.73 0.79 0.28
```

The total energy comes out at -87653.986 eV. The total charge is 0. The gap between HOMO and LUMO is 9.38 eV. The calculation puts the HOMO energy at -8.602 eV. The structure (SMILES) is C=C(C)Br.NSO. The calculation puts the energy above the lowest of the compared OMol25 structures with the same formula, charge and spin at 26.4 kcal per mole.